1.
Computed, not measured: 4 unconnected molecules or ions with the total composition C21H45ClFN4O9P, with ωB97M-V with the def2-TZVPD basis set.

SMILES string: CCP(CC)[C@@]1(O)OC(=O)O[C@]1(Cl)C(=O)NC(=O)F.COC[C@@H](C)N.COC[C@@H](C)N.COC[C@@H](C)N
Gap between HOMO and LUMO (eV): 8.80
Net charge: 0
HOMO (eV): -8.9
Lowest unoccupied orbital energy (eV): -0.1
Multiplicity: 1

Structure (XYZ):
```
82
C21H45ClFN4O9P, DFT ωB97M-V with the def2-TZVPD basis set
C -0.02 -2.66 -2.69
C 0.66 -1.59 -3.51
P 0.38 0.10 -2.78
C 1.95 0.98 -3.19
C 2.09 2.28 -2.39
C -0.94 0.94 -3.84
O -0.63 2.15 -4.38
O -1.44 0.07 -4.87
C -2.28 -0.79 -4.27
O -2.85 -1.71 -4.79
O -2.47 -0.42 -2.95
C -2.25 1.00 -2.99
Cl -2.02 1.81 -1.46
C -3.49 1.57 -3.70
O -3.42 2.45 -4.51
N -4.77 0.95 -3.37
C -5.03 0.86 -2.00
O -4.81 -0.06 -1.25
F -5.60 1.97 -1.56
H 0.39 -2.76 -1.70
H -1.09 -2.53 -2.60
H 0.13 -3.61 -3.18
H 0.26 -1.60 -4.52
H 1.72 -1.74 -3.51
H 2.09 1.12 -4.26
H 2.72 0.29 -2.87
H 1.11 2.68 -2.18
H 2.55 2.07 -1.44
H 2.71 3.00 -2.89
H 0.11 2.55 -3.92
H -4.82 0.02 -3.75
C -1.93 -5.51 -0.42
O -2.78 -4.46 -0.83
C -3.97 -4.31 -0.08
C -3.81 -3.50 1.21
C -3.13 -4.27 2.35
N -3.09 -2.25 0.98
H -2.50 -6.37 -0.07
H -1.23 -5.19 0.36
H -1.34 -5.81 -1.29
H -4.65 -3.75 -0.73
H -4.43 -5.29 0.10
H -4.81 -3.25 1.55
H -2.05 -4.34 2.21
H -3.30 -3.76 3.30
H -3.53 -5.28 2.44
H -3.61 -1.70 0.30
H -2.22 -2.48 0.49
C 0.64 -0.09 4.72
O -0.29 -0.21 3.66
C -1.60 -0.60 4.03
C -2.48 0.54 4.55
C -2.15 0.99 5.97
N -2.45 1.71 3.67
H 0.46 -0.83 5.50
H 0.62 0.91 5.15
H 1.64 -0.25 4.30
H -2.05 -0.99 3.12
H -1.55 -1.43 4.75
H -3.51 0.16 4.56
H -1.26 1.61 6.01
H -2.97 1.58 6.38
H -2.00 0.13 6.63
H -2.78 1.43 2.75
H -1.48 1.95 3.52
C 6.24 1.31 -0.29
O 5.11 2.12 -0.01
C 5.25 3.00 1.09
C 6.00 4.30 0.79
C 7.51 4.13 0.68
N 5.51 4.96 -0.42
H 6.75 1.02 0.63
H 6.94 1.81 -0.96
H 5.88 0.41 -0.79
H 4.22 3.26 1.38
H 5.69 2.47 1.94
H 5.81 4.97 1.64
H 7.81 3.70 -0.28
H 8.00 5.10 0.75
H 7.90 3.49 1.48
H 4.52 5.19 -0.30
H 5.52 4.28 -1.17
```

2.
Computed, not measured: a molecular structure, C21H45GeN6O4PdS5, with ωB97M-V with the def2-TZVPD basis set.

Gap between HOMO and LUMO (eV): 5.39
Net charge: -1
ΔE to the lowest compared entry with this formula, charge and spin (kJ/mol): 33.48
HOMO (eV): -4.1
Lowest unoccupied orbital energy (eV): 1.3
Multiplicity: 1

Structure (XYZ):
```
83
C21H45GeN6O4PdS5, DFT ωB97M-V with the def2-TZVPD basis set
Pd -0.39 0.80 -0.68
S -2.80 1.65 -0.38
S -3.25 2.11 -2.31
S -1.55 2.74 -3.20
S -0.21 1.11 -2.91
C -3.25 4.84 1.20
C -2.57 3.84 2.13
S -2.10 4.55 3.76
O -0.79 5.17 3.53
O -3.14 5.27 4.41
C -1.82 3.09 4.82
C -0.64 2.23 4.49
N -0.77 1.31 3.41
C -0.29 1.48 2.17
N -0.57 0.41 1.39
C -1.34 -0.44 2.12
C -1.54 0.15 3.32
N -2.24 -0.42 4.42
O -2.25 0.22 5.49
O -2.79 -1.49 4.31
C 0.61 2.58 1.69
H -2.98 4.60 0.12
H -2.95 5.81 1.37
H -4.35 4.74 1.26
H -1.70 3.48 1.69
H -3.26 3.03 2.39
H -2.74 2.51 4.74
H -1.63 3.67 5.79
H -0.31 1.68 5.38
H 0.20 2.92 4.40
H -1.68 -1.41 1.78
H 0.41 2.78 0.61
H 1.62 2.17 1.68
H 0.58 3.55 2.19
C 1.89 -0.82 -5.71
C 2.33 -0.78 -4.25
C 1.55 -1.84 -3.44
C 1.94 -1.81 -2.01
Ge 1.86 -0.09 -0.89
C 3.31 1.31 -0.92
C 4.69 1.01 -0.34
C 4.68 0.02 0.92
C 6.12 -0.32 1.47
H 2.55 -0.18 -6.32
H 0.89 -0.57 -5.83
H 2.13 -1.79 -6.12
H 2.05 0.15 -3.82
H 3.37 -0.88 -4.20
H 1.77 -2.79 -3.94
H 0.53 -1.55 -3.65
H 3.02 -2.09 -2.16
H 1.37 -2.49 -1.41
H 1.99 -0.93 0.46
H 2.81 2.20 -0.42
H 3.45 1.72 -1.93
H 5.04 1.93 0.12
H 5.37 0.72 -1.15
H 4.22 -1.04 0.77
H 4.14 0.50 1.78
H 6.74 -0.63 0.60
H 6.08 -1.10 2.26
H 6.57 0.62 1.89
C -0.57 -4.60 -2.09
N -0.99 -3.93 -0.90
C -0.25 -4.35 0.23
C -2.21 -3.37 -0.74
N -2.87 -3.51 0.32
N -2.69 -2.82 -1.87
C -2.00 -1.76 -2.57
C -4.15 -2.51 -1.83
H -0.58 -5.73 -1.90
H 0.50 -4.36 -2.26
H -1.17 -4.37 -3.00
H 0.83 -4.42 -0.07
H -0.49 -5.37 0.76
H -0.54 -3.61 1.07
H -3.67 -2.84 0.30
H -1.05 -1.41 -2.23
H -2.50 -0.75 -2.51
H -1.94 -2.16 -3.63
H -4.43 -1.68 -1.18
H -4.72 -3.40 -1.42
H -4.49 -2.28 -2.83
```

3.
Computed, not measured: a molecular structure, C21H45IrN2P3SSe, with ωB97M-V with the def2-TZVPD basis set.

Gap between HOMO and LUMO (alpha / beta) (eV): 8.21 / 3.76
Net charge: +4
ΔE to the lowest compared entry with this formula, charge and spin (kJ/mol): 51.07
HOMO (alpha / beta) (eV): -19.0 / -19.1
Lowest unoccupied orbital energy (alpha / beta) (eV): -10.8 / -15.3
Multiplicity: 6
Expectation value of S²: 8.780

Structure (XYZ):
```
74
C21H45IrN2P3SSe, DFT ωB97M-V with the def2-TZVPD basis set
Ir -0.16 -0.47 -0.06
P 0.08 1.41 1.07
P -2.28 0.03 -0.64
P 2.00 -0.59 -0.67
H -1.47 -3.13 -5.49
C -0.71 -3.82 -5.10
C -0.65 -3.94 -3.74
H -1.17 -3.31 -2.99
C 0.29 3.02 0.25
C -1.20 1.85 2.28
C 1.50 1.48 2.21
C -2.85 -1.10 -1.93
C -3.24 -0.46 0.84
C -2.87 1.69 -1.12
C 2.15 -1.88 -1.94
C 2.87 -1.33 0.76
C 2.99 0.82 -1.28
H -0.16 -4.33 -5.92
H -0.09 -4.83 -3.38
H 0.28 3.72 1.09
H -0.54 3.20 -0.44
H 1.24 3.04 -0.29
H -0.73 2.65 2.88
H -1.46 1.02 2.96
H -2.11 2.24 1.81
H 1.32 2.40 2.78
H 2.44 1.56 1.67
H 1.52 0.62 2.89
H -3.96 -1.07 -1.97
H -2.54 -2.13 -1.71
H -2.47 -0.81 -2.93
H -4.11 0.20 0.93
H -2.65 -0.40 1.76
H -3.57 -1.50 0.72
H -3.94 1.58 -1.37
H -2.33 2.03 -2.02
H -2.76 2.42 -0.32
H 3.21 -2.12 -2.08
H 1.74 -1.54 -2.90
H 1.61 -2.79 -1.64
H 3.88 -1.59 0.44
H 2.35 -2.23 1.12
H 2.94 -0.61 1.58
H 3.94 0.41 -1.66
H 3.20 1.54 -0.48
H 2.45 1.33 -2.10
C 0.23 1.50 -5.05
C -0.04 0.19 -4.58
C 0.23 -0.89 -5.43
C 0.69 -0.71 -6.74
C 0.86 0.61 -7.22
C 0.53 1.70 -6.41
Se 0.02 2.94 -3.73
H 1.49 3.18 -3.54
H -0.52 0.00 -3.61
H 0.00 -1.87 -5.01
H 0.82 -1.62 -7.34
H 1.23 0.81 -8.21
H 0.49 2.73 -6.78
S -0.25 -2.08 1.54
C -0.36 -1.43 3.15
N -1.56 -1.10 3.68
C -1.69 -0.84 5.12
C -0.45 -0.04 5.59
C 0.79 -0.88 5.28
N 0.78 -1.30 3.87
H -2.39 -1.40 3.13
H -1.77 -1.81 5.66
H -2.61 -0.27 5.27
H -0.52 0.11 6.69
H -0.41 0.95 5.06
H 0.81 -1.80 5.90
H 1.70 -0.30 5.44
H 1.65 -1.57 3.39
```

4.
Computed, not measured: 2 unconnected molecules or ions with the total composition C21H45N2OS2, with ωB97M-V with the def2-TZVPD basis set.

Gap between HOMO and LUMO (eV): 4.29
Net charge: -1
HOMO (eV): -1.7
Lowest unoccupied orbital energy (eV): 2.6
Multiplicity: 1

Structure (XYZ):
```
71
C21H45N2OS2, DFT ωB97M-V with the def2-TZVPD basis set
C -0.02 2.57 1.20
C 1.31 3.34 1.32
C 2.49 2.48 1.79
C 2.24 1.74 3.11
C 3.16 0.52 3.34
C 2.86 -0.67 2.42
C 1.49 -1.33 2.69
C 0.50 -1.35 1.51
N 0.04 -2.69 1.14
C -0.93 -2.67 0.02
C -2.32 -2.15 0.44
C -2.59 -0.71 0.02
C -4.00 -0.22 0.36
C -4.49 0.85 -0.61
C -5.05 0.30 -1.94
C -4.08 0.38 -3.15
C -3.40 -0.95 -3.54
C 1.00 -3.72 1.04
S 0.64 -5.23 1.58
S 2.62 -3.41 0.46
C 2.44 -2.31 -0.98
C 3.74 -1.53 -1.25
C 3.45 -0.23 -2.03
C 2.25 0.55 -1.51
N 2.40 1.95 -2.01
H -0.63 2.68 2.10
H -0.59 2.95 0.36
H 0.17 1.51 1.01
H 1.56 3.77 0.35
H 1.18 4.18 2.02
H 3.37 3.13 1.93
H 2.75 1.77 0.99
H 1.19 1.41 3.16
H 2.37 2.44 3.94
H 3.05 0.20 4.38
H 4.20 0.83 3.20
H 3.67 -1.40 2.52
H 2.89 -0.34 1.38
H 1.02 -0.79 3.52
H 1.62 -2.36 3.06
H 0.88 -0.78 0.65
H -0.42 -0.84 1.83
H -0.55 -2.03 -0.79
H -1.01 -3.69 -0.36
H -3.09 -2.79 -0.01
H -2.42 -2.27 1.53
H -1.85 -0.04 0.47
H -2.43 -0.63 -1.06
H -4.69 -1.08 0.33
H -4.02 0.18 1.38
H -3.64 1.49 -0.84
H -5.24 1.48 -0.13
H -5.98 0.81 -2.19
H -5.32 -0.76 -1.79
H -4.62 0.78 -4.01
H -3.30 1.11 -2.92
H -3.89 -1.80 -3.05
H -3.45 -1.12 -4.62
H -2.35 -0.97 -3.26
H 1.65 -1.57 -0.87
H 2.19 -2.97 -1.81
H 4.23 -1.31 -0.30
H 4.43 -2.17 -1.82
H 4.39 0.36 -2.01
H 3.31 -0.49 -3.10
H 2.35 0.54 -0.40
H 2.97 2.50 -1.36
H 1.50 2.41 -2.06
O -0.74 3.17 -2.16
H -0.93 3.61 -2.99
H -1.52 3.35 -1.61
```

5.
Computed, not measured: a molecular structure, C21H45NO8, with ωB97M-V with the def2-TZVPD basis set.

Gap between HOMO and LUMO (eV): 8.03
Net charge: 0
ΔE to the lowest compared entry with this formula, charge and spin (kJ/mol): 1161.63
HOMO (eV): -9.7
Lowest unoccupied orbital energy (eV): -1.7
Multiplicity: 1

Structure (XYZ):
```
75
C21H45NO8, DFT ωB97M-V with the def2-TZVPD basis set
C 2.22 -3.89 -0.11
C 0.82 -4.34 -0.19
O 0.65 -5.57 -0.18
N -0.35 -3.38 -0.23
H -0.93 -3.31 0.63
H -0.07 -2.40 -0.10
C -1.18 -3.57 -1.41
H 2.63 -3.64 -1.15
H 2.96 -4.68 0.08
H 2.18 -3.05 0.59
H -1.91 -4.30 -1.16
H -0.77 -3.59 -2.42
H -1.82 -2.78 -1.77
O 0.01 -0.82 0.08
H 0.62 -0.23 -0.06
C 2.30 -0.84 4.55
C 1.91 -0.28 3.16
C 3.15 0.24 2.35
O 1.07 -1.22 2.58
H 2.92 -0.07 4.97
H 2.78 -1.82 4.38
H 1.40 -1.19 5.09
H 1.43 0.47 3.36
H 3.77 -0.45 1.69
H 3.67 0.96 2.94
H 2.70 0.89 1.43
H 0.60 -0.93 1.88
C -3.55 2.31 -0.75
C -3.16 0.87 -1.07
C -3.86 0.31 -2.34
O -1.74 0.93 -1.26
H -4.55 2.25 -0.53
H -3.48 2.94 -1.48
H -3.00 2.74 0.14
H -3.32 0.15 -0.29
H -3.52 -0.64 -2.57
H -3.49 0.82 -3.18
H -5.04 0.19 -2.48
H -1.32 0.43 -0.69
C -2.17 1.02 2.64
C -2.27 -0.56 2.79
C -3.55 -1.06 3.40
O -2.29 -1.05 1.47
H -1.28 1.25 2.17
H -2.37 1.53 3.62
H -2.92 1.43 1.80
H -1.41 -0.91 3.53
H -3.79 -0.59 4.28
H -3.35 -2.03 3.60
H -4.54 -0.92 2.80
H -1.55 -0.81 0.98
C 2.03 -1.14 -4.72
C 1.92 -1.06 -3.17
C 2.62 0.36 -2.75
O 0.57 -1.11 -2.73
H 1.40 -2.33 -4.67
H 2.97 -1.25 -5.21
H 1.62 -0.45 -5.17
H 2.33 -1.78 -2.64
H 2.59 0.64 -1.72
H 1.79 1.08 -2.79
H 3.55 0.63 -3.24
H 0.37 -0.79 -1.91
C 2.22 5.22 -1.13
C 2.50 4.58 0.21
C 1.47 3.53 0.87
O 1.49 3.03 1.95
C 0.37 3.16 -0.03
C 0.14 3.80 -1.35
C 0.98 4.89 -1.85
O 0.52 5.51 -2.77
H 2.94 5.99 -1.60
H 3.41 4.92 0.77
H -0.37 2.34 0.12
H -0.64 3.43 -2.05
```

6.
Computed, not measured: a molecular structure, C21H46B3I2N5O8, with ωB97M-V with the def2-TZVPD basis set.

Gap between HOMO and LUMO (eV): 8.64
Net charge: 0
HOMO (eV): -8.3
Lowest unoccupied orbital energy (eV): 0.4
Multiplicity: 1

Structure (XYZ):
```
85
C21H46B3I2N5O8, DFT ωB97M-V with the def2-TZVPD basis set
C 5.05 -2.87 3.02
C 5.08 -2.61 1.51
O 4.87 -3.51 0.79
N 5.36 -1.31 1.00
C 4.18 -0.44 0.92
C 4.04 0.46 2.15
C 2.86 1.46 1.98
C 2.37 1.89 3.39
B 1.19 0.92 3.79
O 1.35 -0.06 4.77
B 0.84 -1.23 4.24
O -0.44 -1.23 3.70
B -0.81 -0.06 3.09
C -2.19 0.05 2.28
I -1.69 1.25 0.51
C -2.70 -1.31 1.78
C -3.11 -2.27 2.91
I -4.52 -0.93 0.60
O -0.04 1.10 3.16
H 4.91 -1.93 3.56
H 4.21 -3.51 3.23
H 5.98 -3.36 3.31
H 6.13 -0.86 1.48
H 3.30 -1.08 0.82
H 4.19 0.19 0.03
H 4.97 0.99 2.36
H 3.79 -0.13 3.03
H 3.16 2.33 1.39
H 2.09 0.89 1.45
H 3.18 1.72 4.11
H 1.96 2.90 3.42
H 1.52 -2.20 4.23
H -2.93 0.63 2.82
H -2.00 -1.74 1.07
H -3.32 -1.77 3.85
H -2.26 -2.93 3.09
H -3.92 -2.92 2.59
C -4.31 -4.27 -4.24
C -4.07 -3.29 -3.11
O -3.77 -3.65 -1.98
N -4.21 -1.97 -3.38
C -4.57 -1.34 -4.64
H -4.16 -5.28 -3.86
H -5.33 -4.19 -4.61
H -3.60 -4.09 -5.05
H -4.04 -1.37 -2.58
H -3.76 -0.66 -4.94
H -5.48 -0.76 -4.51
H -4.72 -2.08 -5.42
C 4.17 -7.23 4.61
C 3.78 -5.85 5.08
O 4.44 -4.86 4.78
N 2.67 -5.73 5.85
C 1.78 -6.78 6.30
H 5.07 -7.16 4.01
H 4.37 -7.88 5.47
H 3.38 -7.66 4.00
H 2.47 -4.78 6.12
H 0.77 -6.57 5.94
H 1.76 -6.78 7.39
H 2.09 -7.75 5.95
C -0.94 3.64 -4.77
C -1.01 2.95 -3.43
O -1.99 2.30 -3.08
N 0.06 3.08 -2.60
C 1.29 3.80 -2.82
H -1.85 3.46 -5.32
H -0.83 4.72 -4.64
H -0.10 3.25 -5.35
H -0.07 2.59 -1.72
H 2.13 3.10 -2.75
H 1.41 4.56 -2.04
H 1.31 4.28 -3.79
C -4.67 7.25 -4.87
C -3.47 6.71 -5.60
O -3.31 5.52 -5.80
N -2.54 7.61 -6.03
C -2.55 9.05 -5.88
H -5.32 6.42 -4.59
H -4.37 7.77 -3.96
H -5.24 7.93 -5.52
H -1.76 7.18 -6.51
H -2.52 9.51 -6.87
H -1.66 9.36 -5.33
H -3.43 9.39 -5.35
```

no.,DFT total energy (eV),maximum force (eV Å⁻¹)
1,-71420.865,2.2
2,-153808.027,3.5
3,-132330.326,4.4
4,-49203.280,1.0
5,-40364.692,12.4
6,-64592.250,2.6